16
Properties=species:S:1:pos:R:3:forces:R:3 method="wB97M-V/def2-TZVPD" energy_ev=-9328.32568 lumo_ev=0.681 orbital_gap_ha=0.3157 e_homo_ev=-7.9 fmax_ev_per_a=9.8 smiles="C=C(C)c1ncc[nH]1"
H 3.0021 1.0915 0.0190 0.117 0.594 0.109
C 2.0548 -0.8957 0.0648 0.575 -0.070 -2.191
C 2.0792 0.5515 0.0345 8.325 -5.112 0.748
H -3.2710 -0.6303 -0.2684 -0.723 -0.312 0.466
H -0.8199 1.9259 0.1322 -0.886 1.522 -0.429
C -1.3592 0.0932 -0.0510 0.549 -2.232 0.802
N 0.7038 -1.1543 -0.1018 2.152 -3.368 0.330
C -2.3422 -1.0208 0.1104 2.130 -3.903 -0.886
H -1.9556 -1.8644 -0.6897 -1.217 1.737 2.009
C 0.0949 -0.0764 -0.1062 -3.328 2.513 1.390
N 0.9305 1.0455 0.1181 -4.655 3.483 -1.806
H 2.8116 -1.8774 -0.1997 -1.923 3.675 1.143
H -2.6879 1.7256 -0.1319 0.152 0.075 0.332
H 0.7527 2.1129 -0.1111 0.562 -3.436 0.751
C -1.6796 1.3340 -0.0615 -1.824 2.682 0.115
H -2.3592 -1.6369 1.1897 -0.006 2.153 -2.884

=====

66
Properties=species:S:1:pos:R:3:forces:R:3 method="wB97M-V/def2-TZVPD" energy_ev=-67930.69022 spin_multiplicity=7 lumo_ev="0.159 / 0.175" orbital_gap_ha="0.2625 / 0.2623" e_homo_ev="-7.0 / -7.0" fmax_ev_per_a=3.0
C -0.7641 2.6587 -1.8061 0.077 -0.107 -0.025
C 0.0251 -2.6310 -0.2928 -0.208 2.938 -0.182
H -1.4006 4.3152 -2.9899 0.064 0.167 0.233
H 0.8062 -1.1870 -2.9879 -0.356 -0.402 -0.278
C -0.7401 4.0050 -2.1863 0.277 -0.279 0.246
H -0.2899 -1.3926 4.9065 0.174 0.089 -0.338
H 4.9249 1.1495 0.0049 -0.249 0.012 0.031
H 1.9603 -2.8061 -1.2264 -0.210 -0.275 -0.088
C 4.0200 0.6775 -0.3971 -0.005 -0.076 -0.609
H -3.8728 -0.2083 0.0349 0.037 0.318 -0.386
H -1.2556 1.3552 -3.4958 -0.447 0.661 0.997
H -0.1893 1.1412 5.1387 0.182 0.040 -0.293
H -1.7780 -2.5005 0.9124 0.190 -0.383 -0.149
H 1.2892 -0.4663 -2.0779 0.340 0.546 0.358
C 0.1213 -5.2927 0.2607 -0.152 -0.417 0.135
H 0.3564 -2.6758 -3.2971 -0.234 1.154 -0.523
H 1.5737 2.5708 1.7680 0.084 0.101 -0.531
H -0.3649 -2.1486 3.2968 -0.042 0.392 0.045
H 1.0923 -1.2589 3.7603 -0.541 0.086 0.096
C -0.0139 -1.2597 3.8452 0.048 -0.366 -0.014
O 0.2904 -1.7647 -3.6788 0.349 -0.865 0.497
H -3.1773 -1.9670 -2.2062 0.126 0.587 -0.050
H 2.9320 0.2537 3.1664 -0.077 0.167 -0.247
C 1.0289 4.3487 -0.6039 0.102 -0.312 0.126
H -3.7767 -0.7254 -3.3595 0.298 -0.050 0.181
O -0.3399 0.1717 1.9096 0.671 -0.119 -0.497
H -0.3233 -0.3385 -4.5364 -0.151 0.580 -0.475
H -3.3801 1.4850 -0.0280 -0.113 -0.196 -0.205
P 2.5819 0.6528 0.7185 0.326 -0.028 -0.760
C -1.7274 1.7317 -2.5263 -0.444 -0.367 -0.716
H 0.1310 -6.3710 0.4464 0.027 0.366 -0.034
H -4.5406 0.8610 -1.2518 0.285 -0.054 0.153
H -2.5184 0.1002 4.4075 0.097 -0.016 -0.062
H -0.2142 2.1918 3.6958 -0.155 -0.338 0.044
C 0.0779 1.1972 4.0711 0.023 0.396 -0.061
H 4.4637 0.4556 2.2810 -0.429 -0.261 -0.011
H 1.7381 4.9824 -0.0811 -0.081 -0.009 -0.158
H -2.4883 1.0162 2.8724 0.213 -0.116 0.271
H 2.9330 3.0598 0.7039 -0.648 -0.001 0.062
H 1.1798 1.1530 3.9709 -0.509 -0.157 0.130
H 4.2447 -0.3696 -0.6541 -0.010 0.330 0.093
H -2.5676 -0.7331 2.8290 0.264 0.124 0.269
H 1.9957 -5.2910 -0.8444 -0.268 -0.180 0.223
H 0.0387 0.9582 -5.3702 -0.171 -0.371 0.196
H 3.7183 1.1659 -1.3327 0.142 -0.109 0.158
C -0.5919 0.0539 3.2863 -0.110 0.061 -0.457
C 0.1589 4.8629 -1.5613 -0.213 -0.309 -0.058
H -2.1146 -1.4228 -3.4947 -0.292 0.259 0.257
Eu 0.1200 -0.2306 -0.2015 0.058 -1.177 1.465
H 0.1726 5.9182 -1.8253 0.088 -0.187 0.087
C 2.0047 2.4535 0.7509 0.699 0.047 0.881
O -0.6832 0.5229 -4.8928 0.583 -0.669 -0.328
C -0.9244 -4.5239 0.7730 -0.800 0.620 0.398
C -3.6432 0.6218 -0.6592 -0.417 0.156 0.574
H -2.6636 2.2627 -2.7765 0.492 0.062 -0.091
C 1.1516 -4.7115 -0.4656 0.756 0.846 -0.467
C 3.4377 0.0479 2.2189 0.252 0.179 0.814
N 0.0952 2.1688 -0.8836 0.081 0.758 -0.204
C 1.1340 -3.3193 -0.7266 -0.441 -2.088 0.563
H 3.4714 -1.0630 2.1721 0.054 0.701 -0.327
C -0.9828 -3.1434 0.5030 0.522 -1.906 -0.139
C -2.8951 -1.0738 -2.7976 -0.009 -0.307 -0.730
P -2.2063 0.1719 -1.6705 -0.263 -0.012 0.289
C 1.0025 2.9833 -0.2959 -0.099 -0.019 -0.201
H -1.7179 -4.9616 1.3925 0.414 -0.161 -0.248
C -2.1260 0.1114 3.3842 -0.251 -0.055 0.076

=====

Repeat the first record exactly.
16
Properties=species:S:1:pos:R:3:forces:R:3 method="wB97M-V/def2-TZVPD" energy_ev=-9328.32568 lumo_ev=0.681 orbital_gap_ha=0.3157 e_homo_ev=-7.9 fmax_ev_per_a=9.8 smiles="C=C(C)c1ncc[nH]1"
H 3.0021 1.0915 0.0190 0.117 0.594 0.109
C 2.0548 -0.8957 0.0648 0.575 -0.070 -2.191
C 2.0792 0.5515 0.0345 8.325 -5.112 0.748
H -3.2710 -0.6303 -0.2684 -0.723 -0.312 0.466
H -0.8199 1.9259 0.1322 -0.886 1.522 -0.429
C -1.3592 0.0932 -0.0510 0.549 -2.232 0.802
N 0.7038 -1.1543 -0.1018 2.152 -3.368 0.330
C -2.3422 -1.0208 0.1104 2.130 -3.903 -0.886
H -1.9556 -1.8644 -0.6897 -1.217 1.737 2.009
C 0.0949 -0.0764 -0.1062 -3.328 2.513 1.390
N 0.9305 1.0455 0.1181 -4.655 3.483 -1.806
H 2.8116 -1.8774 -0.1997 -1.923 3.675 1.143
H -2.6879 1.7256 -0.1319 0.152 0.075 0.332
H 0.7527 2.1129 -0.1111 0.562 -3.436 0.751
C -1.6796 1.3340 -0.0615 -1.824 2.682 0.115
H -2.3592 -1.6369 1.1897 -0.006 2.153 -2.884

=====

What did the first record say?
16
Properties=species:S:1:pos:R:3:forces:R:3 method="wB97M-V/def2-TZVPD" energy_ev=-9328.32568 lumo_ev=0.681 orbital_gap_ha=0.3157 e_homo_ev=-7.9 fmax_ev_per_a=9.8 smiles="C=C(C)c1ncc[nH]1"
H 3.0021 1.0915 0.0190 0.117 0.594 0.109
C 2.0548 -0.8957 0.0648 0.575 -0.070 -2.191
C 2.0792 0.5515 0.0345 8.325 -5.112 0.748
H -3.2710 -0.6303 -0.2684 -0.723 -0.312 0.466
H -0.8199 1.9259 0.1322 -0.886 1.522 -0.429
C -1.3592 0.0932 -0.0510 0.549 -2.232 0.802
N 0.7038 -1.1543 -0.1018 2.152 -3.368 0.330
C -2.3422 -1.0208 0.1104 2.130 -3.903 -0.886
H -1.9556 -1.8644 -0.6897 -1.217 1.737 2.009
C 0.0949 -0.0764 -0.1062 -3.328 2.513 1.390
N 0.9305 1.0455 0.1181 -4.655 3.483 -1.806
H 2.8116 -1.8774 -0.1997 -1.923 3.675 1.143
H -2.6879 1.7256 -0.1319 0.152 0.075 0.332
H 0.7527 2.1129 -0.1111 0.562 -3.436 0.751
C -1.6796 1.3340 -0.0615 -1.824 2.682 0.115
H -2.3592 -1.6369 1.1897 -0.006 2.153 -2.884